Density functional theory data (ωB97M-V/def2-TZVPD) for a cluster of 10 separate species, C50H51N10O in total at a distorted geometry.

```
112
Properties=species:S:1:pos:R:3:lowdin_charge:R:1
O 0.39 -4.94 2.80 0.0103
C -0.99 -4.63 2.74 -0.1760
C -2.08 -5.73 2.75 0.0885
C -3.56 -5.26 2.63 0.0405
C -3.86 -3.74 2.51 0.0130
C -2.71 -2.72 2.55 0.0308
N -1.35 -3.24 2.66 0.1009
H 0.74 -4.66 1.91 0.1381
H -1.83 -6.86 2.81 0.1159
H -4.40 -6.03 2.63 0.1208
H -4.95 -3.41 2.39 0.1182
H -2.90 -1.60 2.46 0.1403
H -0.58 -2.54 2.68 0.1620
N -1.11 -0.79 0.19 0.0498
C -0.22 -1.75 -0.08 -0.1789
C 0.85 -1.60 -0.95 -0.0623
C 1.00 -0.37 -1.58 -0.0575
C 0.10 0.64 -1.32 -0.0864
C -0.93 0.39 -0.43 -0.1384
H -0.39 -2.69 0.44 0.0682
H 1.54 -2.41 -1.13 0.1045
H 1.82 -0.21 -2.27 0.1177
H 0.19 1.61 -1.80 0.1079
H -1.67 1.15 -0.19 0.1154
N 1.66 3.50 -0.28 0.0658
C 1.78 2.54 0.65 -0.1470
C 2.50 2.69 1.82 -0.0637
C 3.13 3.91 2.06 -0.0658
C 3.02 4.92 1.12 -0.0530
C 2.27 4.67 -0.03 -0.1755
H 1.28 1.61 0.42 0.0675
H 2.56 1.88 2.54 0.1013
H 3.70 4.06 2.97 0.1108
H 3.49 5.88 1.27 0.1126
H 2.15 5.43 -0.79 0.0843
N 1.41 6.19 -3.72 0.0599
C 1.60 6.94 -4.82 -0.1419
C 2.50 6.62 -5.83 -0.0715
C 3.25 5.46 -5.69 -0.1053
C 3.08 4.67 -4.57 -0.0717
C 2.15 5.07 -3.62 -0.1508
H 0.99 7.83 -4.88 0.1054
H 2.61 7.26 -6.69 0.1093
H 3.97 5.18 -6.46 0.1052
H 3.65 3.76 -4.43 0.1036
H 1.97 4.48 -2.73 0.0706
N -1.46 -9.12 0.97 0.0489
C -0.20 -8.65 0.97 -0.1789
C 0.68 -8.79 -0.10 -0.0799
C 0.23 -9.45 -1.23 -0.0747
C -1.06 -9.95 -1.26 -0.0608
C -1.86 -9.76 -0.14 -0.1418
H 0.11 -8.15 1.88 0.0864
H 1.68 -8.39 -0.04 0.1002
H 0.89 -9.58 -2.09 0.1089
H -1.44 -10.47 -2.13 0.1063
H -2.88 -10.12 -0.12 0.0701
N 7.01 8.21 -4.80 0.0579
C 6.19 7.16 -4.92 -0.1473
C 6.61 5.87 -5.23 -0.0794
C 7.96 5.66 -5.42 -0.0791
C 8.84 6.73 -5.30 -0.0748
C 8.32 7.97 -4.99 -0.1495
H 5.13 7.38 -4.76 0.0923
H 5.89 5.06 -5.31 0.0751
H 8.33 4.67 -5.67 0.1051
H 9.91 6.59 -5.45 0.1024
H 8.97 8.83 -4.88 0.1037
N -2.18 7.81 1.56 0.0429
C -1.99 8.56 0.47 -0.1612
C -1.10 8.24 -0.54 -0.0628
C -0.34 7.08 -0.41 -0.0668
C -0.52 6.29 0.72 -0.0674
C -1.44 6.69 1.67 -0.1554
H -2.60 9.45 0.41 0.1086
H -0.99 8.88 -1.40 0.1047
H 0.37 6.80 -1.17 0.0777
H 0.05 5.38 0.86 0.0756
H -1.62 6.10 2.56 0.1043
N 5.30 -3.69 5.35 0.0627
C 4.68 -4.64 6.07 -0.1401
C 3.47 -5.21 5.72 -0.0663
C 2.85 -4.76 4.56 -0.0906
C 3.47 -3.78 3.80 -0.0872
C 4.69 -3.28 4.24 -0.1518
H 5.21 -4.95 6.97 0.1074
H 3.01 -5.97 6.34 0.1042
H 1.90 -5.18 4.26 0.0718
H 3.01 -3.41 2.89 0.0854
H 5.21 -2.52 3.67 0.1034
N -4.94 -10.53 0.95 0.0446
C -5.31 -10.25 2.20 -0.1519
C -6.63 -10.06 2.60 -0.0775
C -7.62 -10.17 1.63 -0.0768
C -7.26 -10.46 0.32 -0.0696
C -5.92 -10.63 0.03 -0.1458
H -4.50 -10.17 2.92 0.1017
H -6.87 -9.84 3.63 0.1014
H -8.66 -10.03 1.90 0.1085
H -8.01 -10.55 -0.46 0.1052
H -5.59 -10.86 -0.98 0.1049
N -7.38 5.29 0.46 0.0471
C -6.66 5.21 -0.67 -0.1619
C -5.38 5.71 -0.81 -0.0747
C -4.80 6.34 0.29 -0.0778
C -5.52 6.43 1.47 -0.0705
C -6.80 5.89 1.51 -0.1570
H -7.16 4.72 -1.50 0.0988
H -4.84 5.62 -1.74 0.0994
H -3.80 6.74 0.23 0.0685
H -5.10 6.91 2.35 0.0996
H -7.40 5.93 2.41 0.1002
```

- LUMO: -4.641 eV
- Gap between HOMO and LUMO: 6.06 eV
- E_tot: -2558.283795 hartree
- HOMO: -10.7 eV
- Spin multiplicity: 1
- Net charge: +1